# C4H8

The molecule C4H8 at a distorted geometry (the ωB97M-V functional and the def2-TZVPD basis, OMol25).

Cartesian coordinates (Å):
C  -0.82347  0.59696  1.10372
C  0.28525  -0.35147  0.82809
C  0.75912  0.13476  -1.21291
C  0.72754  -1.07275  -0.37936
H  -1.33957  0.31295  2.03219
H  -1.49108  0.65627  0.24402
H  -0.41319  1.60387  1.28427
H  0.93679  -0.51923  1.69549
H  1.39059  0.99362  -1.05953
H  0.12942  0.17586  -2.11030
H  1.72810  -1.42154  -0.12929
H  0.09668  -1.88098  -0.75177

- Frontier orbital gap (alpha / beta): 8.59 / 8.03 eV
- F_max: 1.6 eV Å⁻¹
- E_HOMO (alpha / beta): -7.6500 / -7.3312 eV
- Energy above the lowest of the compared OMol25 structures with the same formula, charge and spin: 77.8 kcal per mole
- E: -4273.81752 eV
- Charge: 0

=====

# C36H51F6IN3O23P2

A 5-piece molecular cluster, C36H51F6IN3O23P2 overall at a distorted geometry (the ωB97M-V functional and the def2-TZVPD basis, OMol25).

Cartesian coordinates (Å):
C  5.75375  -4.10207  1.88829
C  4.81765  -3.97111  0.56177
C  5.45117  -4.45327  -0.83036
N  3.60041  -3.44883  0.75100
C  3.19387  -2.54831  -0.32987
C  1.96854  -3.02862  -1.23576
C  1.25434  -4.47259  -0.98701
O  0.52505  -4.59490  0.04769
C  1.56164  -5.64696  -2.03982
F  2.89100  -6.14617  -1.69969
F  1.68613  -5.18374  -3.40575
C  0.57537  -6.91502  -1.94717
F  0.79965  -7.53904  -0.68128
F  1.03255  -7.85161  -2.95972
C  -0.96785  -6.60457  -2.28938
F  -1.49397  -7.81859  -2.89978
F  -1.15503  -5.57664  -3.27563
C  -1.90894  -6.30870  -1.01649
O  -2.72890  -5.33149  -1.09856
O  -1.95190  -7.07121  0.19277
C  1.39721  -2.13877  -2.39840
C  0.13519  -2.53467  -3.32528
O  0.19601  -2.69424  -4.57831
O  -1.10614  -2.74598  -2.61242
C  -1.65956  -1.48373  -2.14176
C  -2.33693  -1.69981  -0.66565
C  -3.39159  -0.51036  -0.39988
I  -0.76512  -1.46377  0.88563
C  2.12122  -0.76128  -2.66388
N  1.64408  0.08581  -3.77695
C  0.75258  0.95849  -3.38570
O  0.14464  1.94054  -2.89188
C  3.33192  -0.35273  -1.71624
C  3.98458  1.09786  -2.02451
C  5.13899  1.05219  -3.15431
O  4.85220  0.65527  -4.31804
O  6.46915  1.50359  -2.86772
N  3.78914  -1.23911  -0.61278
P  5.14264  -0.61231  0.40697
P  4.13403  0.57519  1.94741
O  5.12771  0.99199  3.03856
O  3.31130  1.91917  1.27522
O  2.90263  -0.46670  2.59365
H  5.10034  -3.80977  2.80100
H  6.64098  -3.36423  1.87210
H  6.08450  -5.19437  2.08456
H  5.21458  -5.57326  -0.98971
H  6.60778  -4.40497  -0.69495
H  5.20949  -3.78966  -1.73309
H  -1.14596  -6.77521  0.70818
H  -2.52808  -1.08314  -2.80462
H  -0.87365  -0.65934  -1.99658
H  -2.75051  -2.75804  -0.51825
H  -4.00492  -0.37703  -1.36632
H  -4.05239  -0.68993  0.52483
H  -2.77244  0.44895  -0.17103
H  4.34645  1.65314  -1.08894
H  3.13326  1.75467  -2.47300
H  7.05555  0.73501  -2.67017
H  6.01263  0.18551  -0.40723
H  2.51533  1.64416  0.75954
H  2.17447  -0.43742  1.91385
C  -7.53403  -2.56549  5.57663
C  -7.23654  -1.43319  4.61170
O  -6.48968  -1.90274  3.48048
C  -7.19863  -2.56507  2.54932
O  -8.38656  -2.78633  2.58163
O  -6.34905  -2.96623  1.58334
C  -6.95860  -3.77180  0.57645
H  -6.61262  -3.08068  5.86174
H  -8.02319  -2.18713  6.47716
H  -8.18781  -3.31353  5.12123
H  -6.61324  -0.68694  5.11097
H  -8.15023  -0.92635  4.28795
H  -7.83478  -3.27802  0.14818
H  -7.23025  -4.74483  0.99189
H  -6.22777  -3.92633  -0.21940
C  -0.40040  1.88757  7.23521
C  -1.85645  2.19998  6.94529
O  -2.33494  1.43730  5.82898
C  -2.61928  0.14832  6.08574
O  -2.51445  -0.40548  7.15598
O  -3.01562  -0.43021  4.93617
C  -3.25399  -1.83150  5.04717
H  0.20871  2.02334  6.33733
H  -0.01647  2.53525  8.02677
H  -0.27267  0.84916  7.55126
H  -1.95252  3.25306  6.66957
H  -2.48816  2.03734  7.82340
H  -3.95177  -2.05362  5.85893
H  -2.30885  -2.35893  5.19700
H  -3.69731  -2.17464  4.11067
C  5.21431  7.35748  -2.87353
C  3.76238  7.67829  -3.17492
O  3.29332  6.93101  -4.30643
C  3.00239  5.64269  -4.07107
O  3.09309  5.07144  -3.00471
O  2.61629  5.08092  -5.23166
C  2.37265  3.68246  -5.13601
H  5.83327  7.50258  -3.76291
H  5.59169  7.99388  -2.06984
H  5.33562  6.31463  -2.56928
H  3.67259  8.73483  -3.43826
H  3.12055  7.50670  -2.30576
H  1.66548  3.45704  -4.33278
H  3.31456  3.14976  -4.98103
H  1.93779  3.34918  -6.07979
C  0.32128  5.35095  -0.88258
C  -0.49829  4.95032  -2.09494
O  -1.90089  5.09396  -1.83796
C  -2.37290  6.35333  -1.88209
O  -1.72768  7.34784  -2.12250
O  -3.68457  6.31931  -1.58476
C  -4.29097  7.60738  -1.49878
H  -0.00632  4.79918  0.00311
H  1.38292  5.15475  -1.05206
H  0.20187  6.41351  -0.65632
H  -0.32572  3.89426  -2.31413
H  -0.20802  5.51667  -2.98523
H  -4.10889  8.19404  -2.40294
H  -3.92085  8.13509  -0.61682
H  -5.36769  7.46600  -1.39192

- Frontier orbital gap: 6.53 eV
- F_max: 8.4 eV Å⁻¹
- E_HOMO: -12.1972 eV
- E: -132688.04020 eV
- Charge: +1